{
  "formula": "C5H7N2P",
  "method": "ωB97M-V with the def2-TZVPD basis set",
  "total_charge": 0,
  "energy_ev": -17562.2320,
  "de_lowest_kcal_mol": 103.5,
  "gap_ev": [7.961, 7.820],
  "lumo_energy_ha": [-0.0106, -0.0198],
  "species": ["C", "C", "C", "C", "C", "N", "N", "P", "H", "H", "H", "H", "H", "H", "H"],
  "positions_angstrom": [[1.876, -0.359, -0.785], [2.861, -0.883, 0.026], [0.721, -0.550, -0.027], [-2.072, 2.180, 0.128], [-1.736, -0.376, -0.562], [0.934, -1.139, 1.116], [2.258, -1.338, 1.147], [-1.442, 1.265, -1.128], [1.971, 0.088, -1.750], [3.920, -0.973, -0.119], [-2.026, 3.256, 0.095], [-2.553, 1.737, 0.990], [-1.636, -1.197, -1.253], [-2.116, -0.588, 0.423], [2.693, -1.779, 1.944]],
  "atomic_forces_ev_per_a": [[0.2699, -0.0324, 0.0197], [-0.0547, 0.0215, -0.0642], [-2.2972, -0.3582, 0.0047], [0.0895, -0.5195, -0.5472], [2.5791, -0.1654, 0.3961], [-0.6259, -0.0444, 0.2560], [0.5053, 0.0851, -0.1866], [-0.3488, 0.8478, 0.3490], [0.0946, 0.0983, -0.2195], [0.2016, 0.0103, -0.0180], [0.0279, 0.1863, -0.0336], [0.0507, 0.0358, 0.0923], [-0.1431, -0.1611, -0.0814], [-0.1687, -0.1174, 0.1793], [-0.1803, 0.1135, -0.1466]]
}


{
  "formula": "C5H10O",
  "method": "ωB97M-V with the def2-TZVPD basis set",
  "total_charge": 0,
  "energy_ev": -7393.2672,
  "de_lowest_kcal_mol": 34.5,
  "smiles": "C=CCOCC",
  "gap_ev": 10.678,
  "lumo_energy_ha": 0.0438,
  "species": ["C", "C", "C", "O", "C", "C", "H", "H", "H", "H", "H", "H", "H", "H", "H", "H"],
  "positions_angstrom": [[2.341, 1.312, -1.372], [1.096, 1.382, -0.914], [0.160, 0.206, -0.940], [0.224, -0.432, 0.320], [-0.880, -0.292, 1.191], [-1.620, -1.617, 1.250], [3.044, 2.126, -1.224], [2.695, 0.414, -1.882], [0.749, 2.250, -0.351], [-0.867, 0.516, -1.192], [0.480, -0.515, -1.704], [-1.544, 0.523, 0.861], [-0.507, -0.020, 2.189], [-2.454, -1.583, 1.959], [-0.919, -2.402, 1.557], [-2.001, -1.868, 0.253]],
  "atomic_forces_ev_per_a": [[-0.1728, 0.0587, 0.0266], [0.1831, -0.0719, 0.1327], [0.0236, 0.1354, -0.3254], [0.0661, -0.0275, 0.1150], [-0.2188, -0.0172, 0.1493], [-0.0546, -0.0191, -0.0100], [-0.0749, -0.1150, -0.1270], [-0.0510, 0.2410, 0.0890], [0.1306, -0.0733, -0.1739], [0.1558, -0.1009, 0.1646], [-0.0096, 0.1053, 0.1371], [0.1198, -0.1456, 0.0105], [0.0078, -0.0450, -0.2419], [0.0862, -0.0222, -0.1020], [-0.1824, 0.1151, -0.0389], [-0.0089, -0.0177, 0.1943]]
}


{
  "formula": "C5H13N2",
  "method": "ωB97M-V with the def2-TZVPD basis set",
  "total_charge": 1,
  "energy_ev": -8369.7567,
  "de_lowest_kcal_mol": 24.3,
  "smiles": "CCCCNC=[NH2+]",
  "gap_ev": 11.385,
  "lumo_energy_ha": -0.1338,
  "species": ["C", "C", "C", "C", "N", "C", "N", "H", "H", "H", "H", "H", "H", "H", "H", "H", "H", "H", "H", "H"],
  "positions_angstrom": [[-0.729, 1.562, -2.190], [-0.959, 0.043, -2.048], [-1.386, -0.358, -0.638], [-0.507, 0.062, 0.525], [0.766, -0.660, 0.438], [1.597, -0.749, 1.460], [1.373, -0.187, 2.620], [-1.695, 2.049, -2.008], [-0.122, 1.896, -1.355], [-0.352, 1.823, -3.168], [-1.806, -0.270, -2.659], [-0.053, -0.455, -2.362], [-1.520, -1.435, -0.544], [-2.402, -0.014, -0.409], [-0.197, 1.102, 0.608], [-1.065, -0.202, 1.430], [0.936, -1.468, -0.149], [2.573, -1.201, 1.326], [0.647, 0.513, 2.692], [2.039, -0.305, 3.366]],
  "atomic_forces_ev_per_a": [[-1.3405, -0.7434, 0.8644], [-0.3412, 0.7167, 0.3116], [-0.4805, 0.2770, 0.2297], [0.0282, -0.5639, -0.1221], [1.2460, -1.1026, 1.4087], [-0.1171, 0.7524, -0.2206], [0.0620, 0.4117, -0.1895], [0.1498, 0.1303, -0.3602], [0.6331, 0.2874, -0.3334], [0.2408, 0.2145, -0.0050], [0.3464, -0.0723, -0.4490], [0.1371, -0.4960, -0.1181], [0.2532, -0.2661, -0.1640], [0.1946, 0.3849, -0.2258], [-0.4795, 0.3012, -0.3367], [0.3629, -0.1185, 0.1672], [-0.5410, 0.4971, -0.9221], [-0.2789, -0.6686, -0.0406], [-0.0935, -0.2171, 0.4574], [0.0183, 0.2751, 0.0479]]
}